This record from OMol25 describes a structure of composition C22H45N2P3Se2Ti in a non-equilibrium geometry. The level of theory is wB97M-V/def2-TZVPD.

Results
E_LUMO	-14.6	eV
Kohn-Sham gap	0.1131	hartree
net charge	+4
E_HOMO	-0.6502	Ha

Atoms and positions in Å:
Ti  -0.42  -0.16  0.62
P  -0.09  2.04  1.81
P  -2.75  0.72  0.18
P  2.06  -0.03  0.33
H  -1.89  -3.46  -6.17
C  -1.07  -4.05  -5.73
C  -0.92  -4.20  -4.39
H  -1.60  -3.71  -3.69
C  0.12  3.56  0.79
C  -1.42  2.59  2.94
C  1.36  2.20  2.93
C  -3.31  -0.29  -1.23
C  -4.07  0.44  1.42
C  -3.16  2.42  -0.38
C  2.35  -1.25  -1.00
C  3.34  -0.45  1.55
C  2.78  1.49  -0.37
H  -0.41  -4.56  -6.45
H  -0.15  -4.89  -4.04
H  0.25  4.41  1.48
H  -0.76  3.73  0.16
H  1.01  3.47  0.15
H  -1.01  3.40  3.56
H  -1.74  1.76  3.59
H  -2.29  2.97  2.39
H  1.15  2.99  3.66
H  2.26  2.47  2.36
H  1.54  1.25  3.46
H  -4.37  -0.09  -1.43
H  -3.19  -1.36  -0.99
H  -2.72  -0.06  -2.13
H  -5.02  0.82  1.03
H  -3.83  0.97  2.35
H  -4.16  -0.63  1.63
H  -4.26  2.50  -0.45
H  -2.71  2.60  -1.37
H  -2.80  3.18  0.32
H  3.43  -1.25  -1.23
H  1.78  -0.99  -1.90
H  2.05  -2.25  -0.66
H  4.31  -0.42  1.05
H  3.17  -1.45  1.96
H  3.32  0.28  2.37
H  3.80  1.27  -0.71
H  2.82  2.30  0.37
H  2.17  1.83  -1.23
C  -0.04  0.88  -4.01
C  -0.41  -0.43  -4.30
C  -0.33  -0.91  -5.59
C  0.17  -0.14  -6.63
C  0.57  1.19  -6.34
C  0.47  1.69  -5.04
Se  -0.22  1.67  -2.27
H  -0.39  0.25  -1.79
H  -0.76  -1.07  -3.48
H  -0.65  -1.93  -5.73
H  0.27  -0.55  -7.63
H  0.97  1.83  -7.13
H  0.76  2.72  -4.80
C  1.41  -3.45  2.39
N  1.35  -2.49  3.49
C  2.26  -2.34  4.52
C  1.80  -1.34  5.34
N  0.60  -0.91  4.78
C  -0.27  0.09  5.39
C  0.38  -1.54  3.60
Se  -1.15  -1.43  2.49
H  0.39  -3.78  2.15
H  2.02  -4.30  2.76
H  1.88  -2.97  1.51
H  3.16  -2.92  4.55
H  2.21  -0.89  6.21
H  -1.25  0.06  4.91
H  -0.39  -0.15  6.46
H  0.19  1.08  5.28

***

This record from OMol25 describes a structure of composition C41H50BrCl2N2O4PPt. The level of theory is wB97M-V/def2-TZVPD.

Results
E_LUMO	3.8	eV
Kohn-Sham gap	0.1236	hartree
net charge	-2
E_HOMO	0.0150	Ha

Atoms and positions in Å:
Pt  0.19  -1.72  1.03
C  -0.23  -1.20  4.91
O  -0.18  -0.07  4.06
C  -0.83  1.04  4.37
C  -1.16  1.45  5.64
C  -1.77  2.69  5.80
Br  -2.22  3.26  7.57
C  -2.07  3.49  4.73
C  -1.78  3.06  3.43
C  -1.14  1.84  3.25
O  -0.78  1.42  2.03
C  -2.27  3.89  2.33
N  -2.71  5.11  2.48
C  -3.19  5.48  1.24
C  -3.78  6.68  0.84
C  -4.22  6.78  -0.47
C  -4.10  5.71  -1.36
C  -3.51  4.52  -0.98
C  -3.04  4.43  0.32
N  -2.43  3.43  1.05
H  0.42  -1.08  5.77
H  0.12  -2.03  4.30
H  -1.26  -1.38  5.24
H  -0.94  0.82  6.50
H  -2.55  4.46  4.85
H  -0.46  0.47  2.05
H  -3.89  7.50  1.54
H  -4.69  7.70  -0.80
H  -4.47  5.81  -2.37
H  -3.44  3.69  -1.67
H  -2.11  2.52  0.74
C  1.11  -4.32  -3.97
C  -0.29  -4.21  -3.37
C  -0.30  -3.23  -2.18
C  0.73  -2.09  -2.37
C  0.86  -1.78  -3.86
C  1.55  -2.96  -4.56
P  0.45  -0.80  -1.05
C  -0.82  0.53  -1.49
C  -0.57  1.71  -2.43
C  -0.85  1.41  -3.90
C  -2.29  0.92  -4.06
C  -2.53  -0.32  -3.20
C  -2.22  -0.06  -1.73
C  2.04  0.21  -1.02
C  2.62  0.78  -2.35
C  3.74  -0.04  -2.99
C  4.83  -0.41  -1.99
C  4.20  -1.22  -0.87
C  3.15  -0.40  -0.13
H  1.15  -5.09  -4.74
H  1.81  -4.62  -3.18
H  -0.64  -5.19  -3.03
H  -0.98  -3.88  -4.15
H  -0.09  -3.75  -1.25
H  -1.30  -2.81  -2.07
H  1.71  -2.46  -2.04
H  1.42  -0.87  -4.06
H  -0.13  -1.64  -4.30
H  2.64  -2.86  -4.46
H  1.33  -2.93  -5.63
H  -0.84  0.95  -0.48
H  0.43  2.13  -2.29
H  -1.27  2.50  -2.13
H  -0.17  0.65  -4.27
H  -0.69  2.31  -4.50
H  -2.50  0.70  -5.11
H  -2.98  1.71  -3.75
H  -1.89  -1.13  -3.56
H  -3.56  -0.67  -3.29
H  -2.34  -0.98  -1.15
H  -2.97  0.65  -1.34
H  1.66  1.06  -0.44
H  3.02  1.77  -2.13
H  1.83  0.91  -3.09
H  4.16  0.54  -3.82
H  3.34  -0.97  -3.42
H  5.28  0.50  -1.58
H  5.62  -0.98  -2.49
H  4.95  -1.55  -0.15
H  3.74  -2.13  -1.29
H  3.66  0.42  0.38
H  2.68  -1.01  0.64
C  1.29  -1.81  2.56
C  2.41  -1.85  3.31
C  2.76  -3.00  4.14
C  3.92  -3.04  4.86
C  4.84  -1.98  4.87
C  4.51  -0.83  4.13
C  3.35  -0.74  3.39
H  2.08  -3.85  4.14
H  4.15  -3.94  5.44
H  5.77  -2.03  5.44
H  5.18  0.02  4.14
H  3.12  0.17  2.85
Cl  -4.66  -2.60  -0.12
C  -3.57  -2.70  1.31
Cl  -2.76  -1.14  1.56
C  -2.58  -3.91  1.09
O  -3.13  -4.98  1.38
O  -1.44  -3.67  0.65
H  -4.20  -2.90  2.15

***

Which value of Kohn-Sham gap does entry 2 give? 0.1236 hartree